## i
Formula: C2H11N3O2
Source: OMol25
Level of theory: ωB97M-V/def2-TZVPD

Geometry (Å):
C (0.774, -0.076, -1.603)
N (-0.250, 0.210, -0.696)
C (-0.184, -0.218, 0.636)
N (-1.134, 0.398, 1.429)
N (0.652, -1.007, 1.075)
H (1.819, 0.234, -1.275)
H (0.569, 0.443, -2.550)
H (0.761, -1.104, -1.800)
H (-1.055, 0.178, -1.222)
H (-1.538, 1.332, 1.258)
H (-1.028, 0.072, 2.365)
H (0.591, -1.004, 2.091)
H (-3.235, 0.783, -2.235)
H (-4.173, 0.125, -1.333)
O (-3.284, 0.547, -1.377)
H (2.625, -0.144, 1.087)
H (3.933, 0.500, 1.451)
O (3.572, -0.154, 0.791)

Results
**Multiplicity**: 2
**Total charge**: +1
**Expectation value of S²**: 0.775
**Orbital gap (spin up / spin down)**: 11.4 / 5.9 eV



## ii
Formula: C2H11N3O2
Source: OMol25
Level of theory: ωB97M-V/def2-TZVPD

Geometry (Å):
C (-1.369, 0.281, -1.160)
N (-0.140, 0.573, -0.376)
C (0.542, -0.299, 0.354)
N (1.880, -0.316, 0.260)
N (-0.086, -1.367, 0.941)
H (-2.218, 0.265, -0.490)
H (-1.247, -0.678, -1.649)
H (-1.434, 1.048, -1.906)
H (0.489, 1.280, -0.745)
H (2.334, 0.411, -0.278)
H (2.459, -1.123, 0.433)
H (0.563, -1.748, 1.641)
H (2.648, 3.173, 0.791)
H (1.514, 2.200, 1.104)
O (2.011, 2.584, 0.369)
H (-1.938, -1.825, 0.205)
H (-3.216, -2.351, 0.669)
O (-2.791, -2.108, -0.167)

Results
**Multiplicity**: 2
**Total charge**: +1
**Expectation value of S²**: 0.760
**Orbital gap (spin up / spin down)**: 10.8 / 6.6 eV



Which structure loses on stability? i does.



## i
Formula: C2HNO2S2
Source: OMol25
Level of theory: ωB97M-V/def2-TZVPD

Geometry (Å):
S (2.982, -0.736, -0.163)
C (1.462, -0.157, 0.139)
O (1.136, 1.130, 0.087)
N (-0.365, 1.278, -0.123)
C (-0.636, 0.024, -0.042)
S (-2.141, -0.807, -0.099)
O (0.407, -0.918, 0.334)
H (-2.845, 0.186, -0.133)

Results
**SMILES**: S=c1onc(S)o1
**Orbital gap**: 9.3 eV



## ii
Formula: C2HNO2S2
Source: OMol25
Level of theory: ωB97M-V/def2-TZVPD

Geometry (Å):
S (-0.968, -1.488, -2.027)
C (-0.169, -0.626, -0.914)
N (1.184, -0.516, -0.717)
O (1.401, 0.150, 0.489)
C (0.222, 0.656, 0.893)
S (-0.016, 1.603, 2.150)
O (-0.729, 0.215, 0.012)
H (1.771, -1.328, -0.841)

Results
**SMILES**: S=c1[nH]oc(=S)o1
**Orbital gap**: 9.5 eV



Which structure loses on stability? i does.



## i
Formula: C28H37BrFGeO5S5TeY
Source: OMol25
Level of theory: ωB97M-V/def2-TZVPD

Geometry (Å):
Y (-0.547, 0.309, 0.336)
C (-1.123, 1.439, -7.394)
C (0.059, 2.236, -6.819)
C (-0.034, 3.671, -7.342)
C (1.374, 1.629, -7.334)
C (0.018, 2.169, -5.292)
C (0.162, 0.949, -4.646)
C (0.088, 0.891, -3.271)
Br (0.357, -0.826, -2.423)
C (-0.154, 1.996, -2.424)
O (-0.265, 1.862, -1.146)
C (-0.245, 3.254, -3.100)
C (-0.169, 3.291, -4.485)
C (-0.404, 4.539, -2.286)
C (-1.650, 4.457, -1.391)
C (-0.544, 5.780, -3.175)
C (0.848, 4.726, -1.420)
H (-1.099, 1.451, -8.489)
H (-2.066, 1.873, -7.058)
H (-1.089, 0.403, -7.056)
H (0.016, 3.663, -8.435)
H (0.790, 4.281, -6.967)
H (-0.976, 4.138, -7.048)
H (1.433, 1.708, -8.425)
H (1.453, 0.576, -7.063)
H (2.226, 2.154, -6.898)
H (0.338, 0.026, -5.184)
H (-0.251, 4.255, -4.964)
H (-2.536, 4.224, -1.989)
H (-1.811, 5.411, -0.880)
H (-1.527, 3.683, -0.635)
H (-1.440, 5.734, -3.801)
H (0.333, 5.912, -3.815)
H (-0.622, 6.661, -2.534)
H (0.992, 3.870, -0.768)
H (0.754, 5.615, -0.790)
H (1.734, 4.834, -2.053)
S (2.274, 0.433, -0.074)
S (2.936, 1.447, 1.599)
S (1.644, 3.077, 1.716)
S (-0.258, 2.467, 2.039)
F (-2.073, -0.511, -0.691)
C (-4.974, 2.434, -0.004)
Te (-3.318, 1.553, 1.111)
C (-4.389, -0.300, 1.242)
H (-5.297, 1.734, -0.775)
H (-4.620, 3.347, -0.483)
H (-5.815, 2.672, 0.645)
H (-5.321, -0.175, 1.791)
H (-3.717, -0.974, 1.765)
H (-4.570, -0.672, 0.236)
O (-0.322, -2.203, 3.432)
S (-0.265, -1.210, 2.397)
O (-1.490, -0.372, 2.316)
O (-0.164, -1.839, 0.995)
O (0.896, -0.318, 2.424)
Ge (2.052, -1.925, 0.209)
C (3.578, -2.172, -1.132)
C (4.821, -1.551, -1.029)
C (5.821, -1.789, -1.961)
C (5.589, -2.647, -3.028)
C (4.354, -3.266, -3.155)
C (3.365, -3.026, -2.210)
C (2.770, -2.579, 1.923)
C (3.752, -1.898, 2.636)
C (4.206, -2.387, 3.851)
C (3.686, -3.567, 4.366)
C (2.713, -4.257, 3.659)
C (2.254, -3.758, 2.449)
H (1.231, -3.075, -0.459)
H (5.000, -0.861, -0.210)
H (6.785, -1.300, -1.866)
H (6.366, -2.827, -3.763)
H (4.162, -3.929, -3.992)
H (2.392, -3.501, -2.305)
H (4.152, -0.969, 2.254)
H (4.955, -1.838, 4.411)
H (4.029, -3.940, 5.324)
H (2.291, -5.167, 4.069)
H (1.463, -4.270, 1.912)

Results
**Total charge**: -2
**Orbital gap**: 5.5 eV



## ii
Formula: C28H37BrFGeO5S5TeY
Source: OMol25
Level of theory: ωB97M-V/def2-TZVPD

Geometry (Å):
Y (-0.455, -0.934, 1.064)
C (-4.338, 1.012, -5.432)
C (-3.286, 2.023, -4.952)
C (-2.461, 2.495, -6.159)
C (-4.024, 3.230, -4.374)
C (-2.366, 1.367, -3.923)
C (-2.178, 1.869, -2.644)
C (-1.348, 1.205, -1.764)
Br (-1.179, 1.902, -0.002)
C (-0.655, 0.011, -2.057)
O (0.047, -0.595, -1.138)
C (-0.804, -0.469, -3.388)
C (-1.662, 0.209, -4.246)
C (-0.128, -1.739, -3.943)
C (0.525, -1.412, -5.298)
C (0.976, -2.336, -3.063)
C (-1.198, -2.826, -4.135)
H (-5.007, 1.476, -6.164)
H (-4.936, 0.655, -4.591)
H (-3.874, 0.143, -5.902)
H (-3.106, 2.963, -6.911)
H (-1.940, 1.658, -6.629)
H (-1.708, 3.222, -5.846)
H (-4.696, 3.647, -5.129)
H (-3.330, 4.019, -4.071)
H (-4.622, 2.952, -3.503)
H (-2.690, 2.759, -2.302)
H (-1.799, -0.202, -5.241)
H (1.272, -0.623, -5.177)
H (-0.198, -1.082, -6.048)
H (1.027, -2.303, -5.687)
H (1.789, -1.621, -2.922)
H (1.380, -3.213, -3.581)
H (0.608, -2.642, -2.086)
H (-2.005, -2.496, -4.795)
H (-1.628, -3.099, -3.169)
H (-0.743, -3.722, -4.571)
S (1.682, -2.333, 2.352)
S (0.998, -4.309, 2.441)
S (0.629, -4.655, 0.467)
S (-1.099, -3.618, 0.059)
F (0.764, 0.270, 2.472)
C (4.732, 1.564, -0.180)
Te (2.829, 0.733, -0.727)
C (3.579, -1.253, -0.516)
H (5.006, 1.226, 0.819)
H (4.646, 2.651, -0.181)
H (5.495, 1.264, -0.898)
H (4.273, -1.480, -1.323)
H (2.734, -1.938, -0.543)
H (4.061, -1.334, 0.456)
O (-1.448, -1.650, 3.056)
S (-2.695, -0.801, 2.722)
O (-3.881, -1.324, 3.344)
O (-2.718, -0.919, 1.204)
O (-2.353, 0.581, 3.025)
Ge (0.792, -1.123, 4.226)
C (2.627, -0.523, 4.709)
C (3.261, -1.085, 5.817)
C (4.540, -0.691, 6.200)
C (5.213, 0.280, 5.472)
C (4.596, 0.851, 4.364)
C (3.318, 0.454, 3.988)
C (-0.332, 0.220, 5.102)
C (-0.108, 1.589, 4.994)
C (-0.847, 2.485, 5.753)
C (-1.826, 2.024, 6.626)
C (-2.060, 0.661, 6.736)
C (-1.310, -0.233, 5.980)
H (0.523, -2.404, 5.062)
H (2.752, -1.851, 6.396)
H (5.009, -1.148, 7.065)
H (6.211, 0.591, 5.763)
H (5.115, 1.608, 3.785)
H (2.850, 0.892, 3.112)
H (0.632, 1.955, 4.293)
H (-0.671, 3.550, 5.650)
H (-2.415, 2.727, 7.205)
H (-2.843, 0.290, 7.388)
H (-1.523, -1.295, 6.044)

Results
**Total charge**: -2
**Orbital gap**: 5.7 eV



Which structure loses on stability? i does.



## i
Formula: C4H5O4
Source: OMol25
Level of theory: ωB97M-V/def2-TZVPD

Geometry (Å):
C (-0.934, -1.155, -0.699)
C (-0.550, 0.034, 0.145)
O (0.057, 1.275, -0.644)
C (1.544, 1.181, -0.818)
O (1.913, 1.942, -1.717)
O (2.093, 0.376, -0.089)
C (-0.160, 0.041, 1.498)
O (-1.400, 0.505, 1.071)
H (-0.047, -1.343, -1.304)
H (-1.786, -1.059, -1.461)
H (-1.059, -1.779, 0.110)
H (-0.231, -0.824, 2.204)
H (0.561, 0.805, 1.705)

Results
**SMILES**: C[C@]1(OC(=O)[O-])CO1
**Total charge**: -1
**Orbital gap**: 8.2 eV



## ii
Formula: C4H5O4
Source: OMol25
Level of theory: ωB97M-V/def2-TZVPD

Geometry (Å):
O (-1.561, 1.613, 1.402)
C (-1.541, 0.359, 1.430)
O (-2.474, -0.397, 1.769)
C (-0.184, -0.271, 0.982)
C (-0.015, 0.088, -0.497)
C (1.241, -0.429, -1.183)
O (2.107, -1.011, -0.604)
O (1.178, -0.188, -2.492)
H (0.594, 0.286, 1.507)
H (-0.105, -1.332, 1.190)
H (-0.115, 1.174, -0.515)
H (-0.864, -0.434, -0.985)
H (1.738, 0.543, -2.004)

Results
**Total charge**: -1
**Orbital gap**: 7.3 eV



Which structure loses on stability? i does.